1.
Density functional theory data (ωB97M-V/def2-TZVPD) for 6 unconnected molecules or ions with the total composition C53H70F17N2O12PS7.

The value obtained for the LUMO energy is 0.30 eV. As for the maximum force: 1.9 eV/Å. The value obtained for the highest occupied orbital energy is -7.68 eV.

Each line ends with the Mulliken charge.
Atoms and positions in Å:
N: -2.590 2.286 0.442  -0.1916
P: -3.246 1.632 1.716  0.2450
C: -2.617 -0.069 1.852  0.8387
C: -3.492 -1.146 1.758  -0.7273
C: -3.022 -2.453 1.828  -1.1896
C: -1.661 -2.680 1.969  -0.5493
C: -0.768 -1.619 2.063  -0.8922
C: -1.258 -0.316 2.021  0.7426
S: -0.093 1.012 2.183  -0.4451
C: 1.016 0.256 3.341  1.1413
C: 1.663 1.005 4.325  0.8755
C: 1.467 2.507 4.414  -1.4408
C: 2.785 3.257 4.167  -0.7436
C: 3.027 3.577 2.681  -1.3752
C: 3.658 2.426 1.901  0.8917
C: 5.183 2.392 1.976  0.9210
F: 5.768 3.021 0.945  -0.3191
F: 5.574 3.087 3.089  -0.3824
C: 5.783 0.978 2.219  0.5600
F: 5.040 0.302 3.087  -0.1060
F: 6.987 1.108 2.787  -0.3107
S: 6.043 -0.078 0.665  1.3501
F: 7.109 -0.968 1.432  -0.3521
F: 7.189 0.884 0.181  -0.3274
F: 4.945 0.746 -0.126  -0.2851
F: 4.904 -1.099 1.111  -0.3240
F: 6.269 -0.956 -0.624  -0.3190
C: 2.504 0.356 5.221  -0.6322
C: 2.711 -1.016 5.151  -0.4465
C: 2.086 -1.756 4.151  0.3250
C: 2.314 -3.250 4.060  -0.2963
C: 2.322 -3.883 5.456  -0.6545
O: 2.108 -5.297 5.395  -0.4677
C: 3.255 -5.997 5.022  -0.8846
C: 3.975 -6.595 6.219  0.8879
F: 3.112 -7.372 6.918  -0.3478
F: 4.432 -5.664 7.075  -0.3127
C: 5.132 -7.549 5.806  0.6618
F: 5.790 -7.895 6.930  -0.3197
F: 4.609 -8.633 5.229  -0.2899
C: 6.173 -6.923 4.855  0.7586
F: 5.710 -6.944 3.592  -0.3374
F: 6.375 -5.626 5.177  -0.3134
C: 7.558 -7.615 4.880  0.0109
F: 7.408 -8.945 5.003  -0.2869
F: 8.143 -7.374 3.685  -0.2722
C: 1.238 -1.127 3.233  -2.0271
N: 0.624 -1.913 2.209  0.7578
C: 1.411 -1.901 0.940  0.2741
C: 0.606 -1.554 -0.316  -0.0477
O: -0.156 -2.325 -0.831  -0.5852
C: 0.830 -0.207 -0.921  0.1964
C: -0.260 0.579 -1.282  -0.4140
C: -0.076 1.841 -1.838  -0.1847
C: 1.210 2.320 -2.080  -0.8934
C: 2.303 1.525 -1.725  -0.5539
C: 2.122 0.276 -1.147  0.0278
H: -3.317 2.539 -0.226  -0.1652
H: -2.941 2.299 2.920  0.0498
H: -4.650 1.541 1.608  0.0598
H: -4.555 -0.980 1.623  0.5303
H: -3.696 -3.295 1.778  0.5050
H: -1.287 -3.693 2.006  0.5497
H: 1.170 2.718 5.443  0.4902
H: 0.657 2.861 3.785  0.4509
H: 3.620 2.646 4.500  0.4620
H: 2.790 4.180 4.743  0.4152
H: 3.556 4.515 2.541  0.4808
H: 2.046 3.742 2.229  0.5936
H: 3.416 2.564 0.848  -0.0419
H: 3.221 1.473 2.191  -0.6738
H: 3.020 0.910 5.994  0.5278
H: 3.358 -1.481 5.877  0.4443
H: 3.254 -3.471 3.551  0.2613
H: 1.514 -3.744 3.515  0.1298
H: 3.267 -3.695 5.965  0.3414
H: 1.511 -3.473 6.051  0.5422
H: 3.966 -5.372 4.480  0.4582
H: 3.008 -6.819 4.351  0.4143
H: 8.219 -7.206 5.642  0.3574
H: 1.882 -2.867 0.755  0.3962
H: 2.186 -1.143 1.037  -0.3527
H: -1.276 0.256 -1.106  0.3436
H: -0.918 2.468 -2.091  0.3825
H: 1.377 3.296 -2.510  0.4256
H: 3.298 1.915 -1.901  0.4220
H: 2.976 -0.323 -0.861  0.5972
O: -5.275 2.947 -1.524  -0.7176
S: -4.494 4.038 -2.061  1.3331
O: -3.084 4.156 -1.797  -0.6360
C: -4.763 4.135 -3.826  -0.9617
C: -5.968 5.056 -3.979  0.3443
C: -5.739 6.206 -2.991  -0.7838
C: -5.308 5.588 -1.652  -0.7863
H: -4.927 3.135 -4.222  0.4708
H: -3.868 4.574 -4.267  0.4023
H: -6.069 5.418 -5.004  -0.4100
H: -6.883 4.518 -3.717  0.3917
H: -4.947 6.856 -3.368  0.2928
H: -6.633 6.817 -2.869  0.3863
H: -4.606 6.219 -1.112  0.4235
H: -6.162 5.356 -1.019  0.3632
O: -2.654 -0.950 4.931  -0.4003
S: -3.669 -0.910 5.949  0.9601
O: -3.849 0.251 6.783  -0.7517
C: -5.234 -1.350 5.199  -0.5592
C: -5.298 -2.868 5.326  -0.4343
C: -4.802 -3.193 6.742  -0.6827
C: -3.524 -2.378 6.977  -0.6697
H: -5.252 -0.998 4.170  0.2356
H: -6.023 -0.869 5.777  0.3601
H: -6.308 -3.239 5.156  0.4043
H: -4.639 -3.331 4.588  0.1605
H: -5.563 -2.903 7.469  0.2916
H: -4.615 -4.258 6.870  0.3846
H: -3.414 -2.070 8.013  0.3630
H: -2.636 -2.919 6.654  0.2884
O: -6.272 6.441 -6.670  -0.7671
S: -7.160 5.628 -7.472  1.2811
O: -7.887 4.525 -6.898  -0.7272
C: -8.290 6.714 -8.331  -0.8171
C: -7.567 7.060 -9.629  -0.7672
C: -6.953 5.744 -10.126  -0.0794
C: -6.266 5.078 -8.928  -0.8664
H: -8.506 7.579 -7.707  0.4503
H: -9.202 6.150 -8.522  0.3744
H: -8.250 7.490 -10.360  0.3785
H: -6.779 7.791 -9.432  0.3299
H: -7.740 5.088 -10.506  -0.0472
H: -6.245 5.913 -10.938  0.4550
H: -6.313 3.992 -8.979  0.4058
H: -5.231 5.401 -8.820  0.3932
O: -8.426 3.468 -11.548  -0.6892
S: -8.801 3.520 -12.942  1.2067
O: -9.641 4.577 -13.442  -0.7379
C: -7.316 3.413 -13.935  -0.6703
C: -7.110 1.916 -14.144  -0.6028
C: -8.500 1.341 -14.451  -0.6269
C: -9.475 1.925 -13.420  -0.6659
H: -6.495 3.898 -13.412  0.3441
H: -7.515 3.923 -14.876  0.3854
H: -6.404 1.721 -14.949  0.3626
H: -6.715 1.463 -13.232  0.3037
H: -8.804 1.639 -15.456  0.3018
H: -8.502 0.253 -14.418  0.3215
H: -10.470 2.075 -13.830  0.3406
H: -9.533 1.309 -12.524  0.3603
O: 10.497 -6.320 5.942  -0.5793
S: 11.443 -5.231 5.920  1.0905
O: 11.997 -4.700 7.137  -0.6879
C: 12.766 -5.653 4.791  -0.7345
C: 12.282 -5.143 3.437  -0.5304
C: 11.667 -3.762 3.704  -0.6574
C: 10.756 -3.895 4.931  -0.4826
H: 12.936 -6.726 4.819  0.3917
H: 13.659 -5.122 5.121  0.3564
H: 13.097 -5.091 2.718  0.3432
H: 11.520 -5.816 3.037  0.2757
H: 12.461 -3.043 3.910  0.3004
H: 11.110 -3.395 2.843  0.3403
H: 10.736 -2.990 5.532  0.3477
H: 9.743 -4.178 4.652  0.2177

---

2.
Density functional theory data (ωB97M-V/def2-TZVPD) for a molecular structure, C22H48Br10N4O4.

The value obtained for the LUMO energy is 0.03 eV. As for the maximum force: 3.9 eV/Å. The value obtained for the highest occupied orbital energy is -8.78 eV. Its energy above the lowest of the compared OMol25 structures with the same formula, charge and spin is 482.7 kJ/mol.

Each line ends with the Mulliken charge.
Atoms and positions in Å:
Br: -13.925 6.542 -6.604  -0.1637
C: -14.065 4.818 -7.488  -0.7479
C: -15.426 4.563 -8.095  0.0010
Br: -15.450 2.797 -8.959  -0.1790
H: -13.777 4.080 -6.742  0.5188
H: -13.277 4.777 -8.239  0.2632
H: -15.643 5.288 -8.872  -0.2981
H: -16.129 4.619 -7.267  0.4490
Br: -10.733 5.123 -4.742  -0.1602
C: -9.661 5.619 -6.299  -0.0549
C: -8.190 5.232 -6.126  -0.4742
Br: -7.274 5.876 -7.676  -0.1412
H: -9.751 6.698 -6.391  -0.2592
H: -10.156 5.110 -7.119  0.3508
H: -8.157 4.148 -6.063  0.3939
H: -7.825 5.669 -5.201  0.3829
Br: -5.882 7.106 -11.435  -0.1948
C: -7.281 5.987 -12.230  0.0813
C: -6.797 5.185 -13.414  -0.4673
Br: -8.291 4.276 -14.223  -0.1504
H: -8.113 6.643 -12.490  -0.4239
H: -7.784 5.390 -11.467  0.4081
H: -6.007 4.465 -13.223  0.3998
H: -6.372 5.878 -14.141  0.3534
Br: -7.543 10.009 -14.176  -0.1464
C: -8.184 9.824 -12.320  0.7620
C: -8.829 11.076 -11.790  -0.0566
Br: -7.480 12.518 -11.700  -0.1837
H: -7.278 9.655 -11.747  0.5824
H: -8.868 8.977 -12.305  -1.2242
H: -9.228 10.975 -10.782  0.1873
H: -9.641 11.460 -12.404  0.4043
Br: -9.287 8.058 -16.359  -0.1565
C: -10.845 7.724 -15.225  -0.0695
C: -11.219 8.943 -14.400  0.3895
Br: -13.022 8.609 -13.620  -0.2058
H: -10.587 6.919 -14.537  -0.2741
H: -11.630 7.313 -15.855  0.3558
H: -11.343 9.779 -15.079  0.4650
H: -10.529 9.047 -13.574  -0.5417
C: -11.154 11.834 -7.501  0.0273
O: -10.450 11.794 -8.487  -0.5802
N: -10.952 11.184 -6.315  0.2061
C: -11.927 11.403 -5.263  -0.9398
C: -9.878 10.219 -6.182  -1.1581
H: -12.025 12.509 -7.486  0.3551
H: -12.225 10.413 -4.900  0.2920
H: -12.807 11.930 -5.615  0.3382
H: -11.468 11.934 -4.424  0.3115
H: -10.249 9.200 -6.131  0.3704
H: -9.031 10.445 -6.828  0.3486
H: -9.332 10.502 -5.269  0.3952
C: -13.593 5.119 -15.864  0.1673
O: -12.845 5.226 -16.819  -0.5743
N: -13.220 4.756 -14.621  0.4148
C: -14.167 4.572 -13.552  -1.0140
C: -11.845 4.382 -14.358  -1.2758
H: -14.682 5.300 -15.921  0.2585
H: -14.097 3.514 -13.265  0.3405
H: -15.196 4.654 -13.905  0.3789
H: -14.002 5.232 -12.704  0.2000
H: -11.385 4.755 -13.446  0.3726
H: -11.779 3.299 -14.510  0.4036
H: -11.187 4.743 -15.149  0.2966
C: -11.011 7.598 -11.278  -0.3328
O: -10.165 7.766 -12.152  -0.4674
N: -10.868 7.952 -9.992  0.3859
C: -11.904 7.653 -9.020  0.2840
C: -9.659 8.586 -9.510  0.8849
H: -11.972 7.114 -11.503  0.4864
H: -12.668 7.034 -9.491  -0.4481
H: -12.435 8.553 -8.709  0.2587
H: -11.560 7.079 -8.161  -0.1658
H: -9.104 9.117 -10.270  -0.6809
H: -10.102 9.378 -8.887  -0.3010
H: -9.075 8.002 -8.800  -0.1574
C: -15.118 6.740 -10.336  0.0858
O: -14.249 6.214 -9.644  -0.7442
N: -16.185 6.124 -10.832  0.3492
C: -17.247 6.805 -11.576  -1.0237
C: -16.583 4.785 -10.420  -1.2050
H: -15.022 7.815 -10.550  0.3923
H: -17.033 7.848 -11.791  0.3299
H: -18.181 6.689 -11.027  0.3369
H: -17.340 6.282 -12.531  0.3341
H: -17.409 4.862 -9.703  0.4971
H: -17.020 4.300 -11.293  0.4846
H: -15.816 4.211 -9.913  0.3061

---

3.
Density functional theory data (ωB97M-V/def2-TZVPD) for 2 unconnected molecules or ions with the total composition C3H10NO2S.

The value obtained for the LUMO energy is -4.80 eV. Its net charge is +1. As for the maximum force: 4.7 eV/Å. The value obtained for the highest occupied orbital energy is -12.71 eV. Its energy above the lowest of the compared OMol25 structures with the same formula, charge and spin is 256.1 kJ/mol.

Each line ends with the Mulliken charge.
Atoms and positions in Å:
C: -2.543 0.603 -0.118  -0.4934
C: -1.855 -0.562 0.691  -0.5127
C: 3.458 -0.424 0.383  -0.1323
N: 3.021 0.482 -0.380  -0.1029
O: -1.590 1.679 -0.370  -0.5151
O: 0.676 -1.234 -0.006  -0.5886
S: -0.696 -1.716 -0.178  0.2358
H: -3.524 0.935 0.412  0.3221
H: -2.954 0.318 -1.015  0.3683
H: -2.693 -1.266 1.012  0.3518
H: -1.335 -0.098 1.444  0.3453
H: 4.444 -0.447 0.829  0.2944
H: 2.719 -1.144 0.614  0.3860
H: 3.659 1.239 -0.732  0.3028
H: -0.979 -1.425 -1.542  0.1628
H: 2.112 0.475 -0.796  0.2686
H: -1.920 2.585 -0.249  0.3072

---

4.
Density functional theory data (ωB97M-V/def2-TZVPD) for 11 unconnected molecules or ions with the total composition C22H66F4O10P.

The value obtained for the LUMO energy is 2.06 eV. Its net charge is -1. As for the maximum force: 2.3 eV/Å. The value obtained for the highest occupied orbital energy is -3.25 eV.

Each line ends with the Mulliken charge.
Atoms and positions in Å:
F: 1.887 1.757 -0.271  -0.2746
C: 2.157 1.455 -1.641  0.2556
F: 3.046 2.394 -2.158  -0.2857
C: 2.699 -0.031 -1.673  0.3045
F: 1.596 -0.898 -1.565  -0.2604
F: 3.594 -0.137 -0.568  -0.3152
P: 3.714 -0.509 -3.250  -0.1160
H: 1.170 1.505 -2.169  0.0874
H: 2.747 -1.548 -3.564  -0.2419
H: 3.022 0.478 -4.092  -0.1425
H: 4.772 0.435 -2.922  -0.0392
H: 4.405 -1.515 -2.424  -0.0483
H: 4.504 -0.889 -4.430  0.0926
C: 0.109 -4.506 -0.359  -0.8391
C: -0.071 -3.523 0.781  -0.1847
O: 1.034 -2.632 0.843  -0.3854
H: 1.031 -5.077 -0.230  0.2798
H: -0.733 -5.201 -0.413  0.3594
H: 0.190 -3.979 -1.314  0.0778
H: -0.130 -4.051 1.735  0.2535
H: -0.989 -2.939 0.651  0.2909
H: 1.076 -2.159 -0.002  0.1935
C: -1.847 -1.232 -4.908  -0.7166
C: -0.339 -1.099 -5.002  -0.4467
O: 0.291 -1.820 -3.952  -0.4147
H: -2.202 -0.858 -3.948  0.0713
H: -2.338 -0.675 -5.707  0.2762
H: -2.148 -2.280 -4.973  0.4604
H: -0.041 -0.053 -4.915  0.2765
H: 0.026 -1.484 -5.961  0.2092
H: 0.035 -2.745 -4.038  0.1900
C: -4.324 2.746 -3.139  -1.1154
C: -3.244 1.720 -2.853  -0.1681
O: -2.469 1.476 -4.021  -0.3948
H: -4.978 2.400 -3.944  0.2714
H: -4.930 2.935 -2.250  0.3431
H: -3.883 3.690 -3.470  0.3378
H: -3.689 0.773 -2.544  0.3101
H: -2.580 2.066 -2.055  0.2400
H: -2.069 2.313 -4.285  0.2194
C: 3.099 -2.084 4.608  -0.7614
C: 1.636 -2.480 4.650  0.1072
O: 0.850 -1.549 3.920  -0.4875
H: 3.237 -1.084 5.027  -0.0892
H: 3.713 -2.791 5.173  0.3248
H: 3.460 -2.052 3.577  0.4504
H: 1.272 -2.491 5.681  -0.0020
H: 1.490 -3.478 4.222  0.2157
H: 1.170 -1.552 3.006  0.2548
C: 2.136 -1.143 8.738  -0.6874
C: 0.686 -1.588 8.734  -0.3796
O: -0.120 -0.648 8.031  -0.4823
H: 2.234 -0.160 9.205  0.2497
H: 2.762 -1.855 9.280  0.3438
H: 2.513 -1.050 7.716  0.0717
H: 0.306 -1.660 9.755  0.3587
H: 0.581 -2.568 8.257  0.2673
H: 0.214 -0.596 7.127  0.2812
C: -3.034 1.895 9.595  -0.9175
C: -2.163 2.149 10.810  -0.2185
O: -1.398 0.991 11.122  -0.5058
H: -3.706 1.053 9.775  0.2526
H: -3.631 2.777 9.351  0.3265
H: -2.421 1.636 8.728  0.2563
H: -2.779 2.387 11.679  0.2769
H: -1.480 2.986 10.632  0.2472
H: -0.848 0.791 10.353  0.2637
C: -4.941 -2.295 -7.778  -0.9155
C: -5.063 -3.082 -6.488  -0.3523
O: -4.542 -2.329 -5.399  -0.4286
H: -3.897 -2.044 -7.976  0.1749
H: -5.331 -2.867 -8.623  0.3588
H: -5.490 -1.351 -7.709  0.3123
H: -4.496 -4.012 -6.553  0.2921
H: -6.110 -3.329 -6.278  0.2813
H: -5.051 -1.513 -5.339  0.2475
C: 3.426 4.789 1.513  -0.8307
C: 4.604 5.178 0.642  -0.3366
O: 5.086 4.034 -0.043  -0.4879
H: 3.720 4.019 2.231  0.1574
H: 3.041 5.654 2.060  0.3667
H: 2.619 4.368 0.908  0.2776
H: 5.420 5.577 1.248  0.3033
H: 4.315 5.940 -0.090  0.2568
H: 4.359 3.692 -0.581  0.2742
C: -3.032 -0.362 -11.733  -1.0281
C: -2.260 -0.408 -10.428  -0.1635
O: -2.266 -1.727 -9.895  -0.4762
H: -4.064 -0.687 -11.579  0.2575
H: -3.040 0.649 -12.147  0.3209
H: -2.589 -1.039 -12.468  0.3182
H: -2.718 0.253 -9.690  0.2655
H: -1.223 -0.093 -10.578  0.2807
H: -1.853 -2.306 -10.545  0.2558
C: 1.742 2.618 4.429  -0.7768
C: 2.609 2.871 5.645  -0.3170
O: 3.367 1.706 5.959  -0.5075
H: 1.065 1.780 4.610  0.2181
H: 1.150 3.502 4.180  0.3525
H: 2.354 2.352 3.564  0.1632
H: 1.992 3.114 6.512  0.3050
H: 3.299 3.702 5.468  0.2648
H: 3.917 1.502 5.194  0.2871